DFT (ωB97M-V with the def2-TZVPD basis set) results for a structure of composition C22H38ClN2O4PdSbSi3 in a non-equilibrium geometry.

Atoms and positions in Å:
Pd1 -1.215 -1.538 -0.575
C1 -1.023 -1.675 2.190
Sb1 0.673 -0.700 1.093
C2 0.770 -1.926 -0.786
C3 1.360 -1.279 -1.942
C4 0.566 -0.944 -3.054
C5 1.159 -0.329 -4.137
C6 2.530 -0.098 -4.114
C7 3.239 -0.520 -3.004
N1 2.682 -1.078 -1.944
Si1 1.189 -3.760 -0.652
C8 3.070 -3.924 -0.337
C9 0.321 -4.754 0.727
C10 0.707 -4.385 -2.396
C11 -0.206 1.451 1.015
C12 -1.220 1.633 -0.037
C13 -2.003 2.800 -0.062
C14 -2.905 3.013 -1.080
C15 -3.046 2.045 -2.070
C16 -2.256 0.919 -1.988
N2 -1.365 0.728 -1.010
Si2 1.337 2.553 0.594
C17 2.569 2.486 2.054
C18 2.215 1.846 -0.933
C19 0.876 4.363 0.165
Si3 -0.964 1.845 2.757
C20 -0.874 3.693 3.257
C21 -2.824 1.411 2.817
C22 0.053 1.048 4.166
H1 -0.977 -2.743 1.977
H2 -1.958 -1.262 1.794
H3 -1.005 -1.514 3.263
H4 -0.492 -1.220 -3.062
H5 0.565 -0.042 -4.994
H6 3.024 0.397 -4.935
H7 4.314 -0.399 -2.948
H8 3.333 -3.541 0.645
H9 3.634 -3.360 -1.069
H10 3.382 -4.961 -0.390
H11 0.684 -4.481 1.713
H12 0.542 -5.807 0.592
H13 -0.758 -4.637 0.689
H14 1.354 -3.946 -3.150
H15 -0.317 -4.091 -2.625
H16 0.775 -5.463 -2.493
H17 -1.867 3.540 0.708
H18 -3.502 3.914 -1.113
H19 -3.740 2.168 -2.886
H20 -2.317 0.136 -2.741
H21 2.711 1.458 2.380
H22 2.249 3.068 2.910
H23 3.535 2.870 1.746
H24 2.718 0.916 -0.680
H25 2.961 2.532 -1.320
H26 1.510 1.640 -1.732
H27 0.329 4.871 0.951
H28 0.272 4.403 -0.737
H29 1.780 4.934 -0.024
H30 -1.535 4.337 2.691
H31 0.128 4.092 3.174
H32 -1.169 3.778 4.298
H33 -3.380 2.001 2.094
H34 -3.227 1.639 3.800
H35 -3.047 0.373 2.602
H36 0.974 1.598 4.318
H37 0.323 0.011 3.994
H38 -0.510 1.104 5.092
O1 -4.605 -3.240 -1.272
Cl1 -3.349 -2.655 -1.052
O2 -2.518 -3.547 -0.301
O3 -3.524 -1.433 -0.313
O4 -2.717 -2.360 -2.304

## Properties
HOMO-LUMO gap (alpha / beta) = 6.62 / 6.61 eV
Spin multiplicity = 1

Löwdin atomic charge list, values in e, 5 entries: atom 1 (Pd): 0.65, atom 2 (C): -0.29, atom 3 (Sb): 1.43, atom 4 (C): -0.52, atom 5 (C): -0.46

DFT (ωB97M-V with the def2-TZVPD basis set) results for a structure of composition C22H38IrP2 in a non-equilibrium geometry.

Atoms and positions in Å:
P1 0.781 0.080 -2.188
P2 -2.576 -1.446 1.289
C1 -1.331 -1.605 -1.596
C2 -2.393 -1.845 -0.642
H1 -0.605 -2.410 -1.762
H2 -1.765 -1.365 -2.576
H3 -3.273 -1.300 -0.994
H4 -2.560 -2.915 -0.620
C3 -3.047 -3.228 1.759
H5 -2.943 -3.485 2.831
H6 -2.427 -3.939 1.194
H7 -4.097 -3.406 1.495
C4 -3.805 -1.100 2.921
H8 -4.798 -1.440 2.614
H9 -3.932 -0.069 3.294
H10 -3.573 -1.698 3.822
C5 1.556 -0.959 -3.465
H11 2.382 -0.304 -3.797
H12 0.853 -1.203 -4.279
H13 1.953 -1.927 -3.107
C6 -0.911 0.716 -2.929
H14 -1.737 0.910 -2.205
H15 -1.234 0.033 -3.736
H16 -0.766 1.680 -3.432
Ir1 2.403 0.868 -1.165
C7 -1.405 -1.122 2.882
C8 -0.893 -1.838 1.731
C9 -0.140 -0.929 0.795
C10 -0.992 0.406 0.359
C11 -2.615 0.537 0.281
C12 -3.025 1.041 1.481
C13 -2.049 1.409 2.526
C14 -0.995 0.284 3.084
C15 1.650 2.328 -2.453
H17 -1.691 -1.647 3.761
H18 -0.729 -2.921 1.733
H19 0.232 -1.545 -0.022
H20 0.758 -0.628 1.361
H21 -0.618 1.135 1.136
H22 -0.646 0.830 -0.589
H23 -2.957 0.897 -0.728
H24 -4.060 1.179 1.727
H25 -2.593 1.801 3.385
H26 -1.463 2.289 2.188
H27 -0.002 0.513 2.636
H28 -0.886 0.500 4.156
H29 1.650 3.287 -1.913
H30 0.726 2.347 -3.058
H31 2.390 2.334 -3.267
C16 3.225 -0.590 0.401
C17 4.019 0.549 0.087
C18 3.564 1.838 0.583
C19 3.951 3.029 -0.063
C20 4.768 2.963 -1.200
C21 5.079 1.741 -1.786
C22 4.602 0.529 -1.236
H32 3.570 -1.522 -0.048
H33 2.819 -0.598 1.406
H34 3.069 1.811 1.561
H35 3.686 4.024 0.318
H36 5.177 3.885 -1.644
H37 5.730 1.650 -2.664
H38 4.939 -0.438 -1.636

## Properties
HOMO-LUMO gap (alpha / beta) = 5.81 / 6.64 eV
Spin multiplicity = 6
Total charge = +2
Energy above the lowest of the compared OMol25 structures with the same formula, charge and spin = 202.89 kcal/mol
<S²> = 8.7933

Löwdin atomic charge list, values in e, 5 entries: atom 1 (P): 0.72, atom 2 (P): 1.00, atom 3 (C): -0.11, atom 4 (C): -0.25, atom 5 (H): 0.09

DFT (ωB97M-V with the def2-TZVPD basis set) results for the molecule C22H38N2.

Atoms and positions in Å:
C1 -8.975 -0.104 -0.734
C2 -7.657 0.182 -0.073
C3 -7.488 1.613 0.343
C4 -6.750 -0.772 0.101
C5 -5.391 -0.626 0.711
C6 -4.339 -0.318 -0.372
C7 -2.968 -0.183 0.229
C8 -2.726 1.071 1.024
C9 -2.067 -1.149 0.091
C10 -0.683 -1.178 0.663
N1 0.274 -1.513 -0.383
C11 0.418 -0.496 -1.408
C12 1.204 0.778 -1.010
N2 2.618 0.790 -1.337
C13 3.456 -0.240 -0.737
C14 3.588 -0.047 0.780
C15 4.459 -1.160 1.359
C16 5.852 -1.097 0.735
C17 6.485 0.260 1.039
C18 5.612 1.371 0.455
C19 4.218 1.312 1.075
C20 5.491 1.191 -1.056
C21 4.859 -0.167 -1.355
C22 5.733 -1.279 -0.777
H1 -9.111 0.544 -1.599
H2 -9.036 -1.139 -1.061
H3 -9.794 0.091 -0.043
H4 -6.608 1.761 0.962
H5 -7.395 2.245 -0.540
H6 -8.364 1.948 0.897
H7 -6.974 -1.766 -0.266
H8 -5.113 -1.559 1.207
H9 -5.379 0.166 1.460
H10 -4.619 0.610 -0.877
H11 -4.348 -1.122 -1.110
H12 -2.716 0.856 2.092
H13 -1.769 1.519 0.763
H14 -3.507 1.802 0.830
H15 -2.305 -2.023 -0.500
H16 -0.453 -0.230 1.174
H17 -0.629 -1.978 1.411
H18 1.175 -1.728 0.030
H19 -0.593 -0.218 -1.716
H20 0.913 -0.962 -2.268
H21 1.101 0.951 0.064
H22 0.767 1.641 -1.521
H23 2.721 0.741 -2.347
H24 3.056 -1.255 -0.931
H25 2.598 -0.095 1.247
H26 4.006 -2.135 1.159
H27 4.531 -1.042 2.443
H28 6.476 -1.896 1.152
H29 6.582 0.390 2.119
H30 7.487 0.307 0.605
H31 6.068 2.344 0.672
H32 3.593 2.098 0.648
H33 4.279 1.465 2.155
H34 6.477 1.249 -1.523
H35 4.864 1.981 -1.471
H36 4.776 -0.299 -2.441
H37 5.295 -2.255 -1.001
H38 6.724 -1.244 -1.236

## Properties
HOMO-LUMO gap = 8.96 eV
Spin multiplicity = 1
Energy above the lowest of the compared OMol25 structures with the same formula, charge and spin = 6.15 kcal/mol
Structure (SMILES) = CC(C)=CCC/C(C)=C/CNCCN[C@H]1[C@@H]2C[C@H]3C[C@@H](C2)C[C@@H]1C3

Löwdin atomic charge list, values in e, 5 entries: atom 1 (C): -0.07, atom 2 (C): -0.36, atom 3 (C): -0.05, atom 4 (C): -0.09, atom 5 (C): -0.19

DFT (ωB97M-V with the def2-TZVPD basis set) results for a structure of composition C22H38O3P2STc in a non-equilibrium geometry.

Atoms and positions in Å:
P1 -0.649 2.394 1.270
P2 0.654 -1.695 -1.692
C1 0.572 1.953 -0.361
C2 0.720 0.967 -1.475
H1 1.500 1.919 0.301
H2 0.673 2.918 -0.837
H3 -0.195 0.909 -2.076
H4 1.485 1.236 -2.218
C3 1.404 -3.330 -1.638
H5 0.595 -4.064 -1.671
H6 1.944 -3.466 -0.693
H7 2.077 -3.422 -2.496
C4 -0.001 -1.445 -3.395
H8 0.673 -1.980 -4.096
H9 -0.044 -0.376 -3.622
H10 -1.022 -1.869 -3.422
C5 0.026 2.884 2.918
H11 -0.696 3.443 3.529
H12 0.880 3.534 2.732
H13 0.368 2.032 3.516
C6 -0.788 4.057 0.537
H14 -0.866 3.918 -0.545
H15 0.151 4.544 0.807
H16 -1.668 4.586 0.881
Tc1 1.772 -0.225 -0.144
C7 3.280 -0.423 -1.321
C8 3.403 -1.284 -0.109
C9 4.679 -1.177 0.752
C10 4.865 0.250 1.342
C11 3.588 1.037 1.318
C12 3.328 1.992 0.355
C13 3.867 2.067 -1.049
C14 4.258 0.695 -1.595
C15 -2.370 1.899 1.371
H17 3.023 -0.976 -2.237
H18 3.002 -2.299 -0.011
H19 5.522 -1.438 0.100
H20 4.570 -1.900 1.579
H21 5.200 0.112 2.380
H22 5.721 0.734 0.827
H23 3.123 1.166 2.311
H24 2.974 2.982 0.699
H25 4.744 2.741 -1.099
H26 3.086 2.505 -1.698
H27 4.316 0.781 -2.682
H28 5.256 0.401 -1.272
H29 -2.641 1.439 0.429
H30 -2.957 2.832 1.556
H31 -2.535 1.156 2.167
C16 -7.356 -2.027 1.088
C17 -5.882 -2.021 0.829
C18 -5.067 -1.279 1.686
C19 -3.699 -1.246 1.476
C20 -3.178 -1.953 0.389
C21 -3.979 -2.723 -0.461
C22 -5.342 -2.759 -0.233
S1 -1.522 -1.688 -0.159
O1 -0.879 -0.931 0.951
O2 -0.995 -3.043 -0.396
O3 -1.672 -0.893 -1.403
H32 -7.552 -2.374 2.121
H33 -7.783 -1.011 0.996
H34 -7.871 -2.692 0.381
H35 -5.520 -0.734 2.524
H36 -3.042 -0.696 2.133
H37 -3.529 -3.275 -1.276
H38 -5.997 -3.369 -0.866

## Properties
HOMO-LUMO gap (alpha / beta) = 5.00 / 5.49 eV
Spin multiplicity = 4
Total charge = +2
<S²> = 3.8343

Löwdin atomic charge list, values in e, 5 entries: atom 1 (P): 1.00, atom 2 (P): 0.93, atom 3 (C): -0.29, atom 4 (C): -0.30, atom 5 (H): 0.00